Record 1
Molecular formula: C2H5BrSi
Method: DFT, ωB97M-V/def2-TZVPD

The multiplicity is 3. As for the charge: 0. The relative energy (zero: lowest compared OMol25 entry of this formula, charge and spin) is 173.6 kJ/mol. For the LUMO energy (alpha / beta), the calculation gives 0.500 / -2.911 eV. The value obtained for the molar mass is 137.05 g mol⁻¹.

```
9
Properties=species:S:1:pos:R:3:forces:R:3:mulliken_charge:R:1
C 0.64287 -1.61230 0.09407 -1.4 -7.0 0.9 -0.902
C 0.95294 -0.33881 -0.07521 4.8 8.9 -0.5 0.267
Si -0.14011 1.14864 0.00426 -0.6 -2.0 1.3 0.419
Br 2.96914 0.09350 0.03066 -2.1 -0.6 -0.5 -0.186
H 1.22527 -2.45662 0.34916 0.8 -0.2 0.8 0.377
H -0.33458 -1.86524 -0.15225 -1.7 -0.6 -0.9 0.327
H -1.14357 0.61983 -0.92166 -0.6 0.3 -0.2 -0.112
H -0.74356 1.15097 1.40896 0.1 0.3 -0.6 -0.078
H 0.36403 2.39726 -0.42822 0.6 0.9 -0.3 -0.112
```
Forces are in eV/Å.

Record 2
Molecular formula: C2H5Cl2N2
Method: DFT, ωB97M-V/def2-TZVPD

As for the charge: +1. The relative energy (zero: lowest compared OMol25 entry of this formula, charge and spin) is 93.1 kJ/mol. For the LUMO energy, the calculation gives -4.217 eV. The value obtained for the molar mass is 127.98 g mol⁻¹.

```
11
Properties=species:S:1:pos:R:3:forces:R:3:mulliken_charge:R:1
C -0.72466 0.41921 -0.26408 -2.3 3.0 -1.7 0.202
C 1.53603 -0.08665 0.55521 0.2 0.1 5.0 0.153
N -2.00434 0.15986 -0.56783 2.6 -0.2 0.7 -0.296
N 0.08076 -0.38757 0.28861 2.9 -3.0 0.4 -0.225
Cl 2.46255 -1.46971 0.09590 0.3 -0.5 -0.6 -0.104
Cl 2.07386 1.40176 -0.08847 0.2 0.6 -0.6 -0.115
H -0.28608 1.40664 -0.55985 -0.8 -0.6 0.9 0.285
H 1.79146 0.00618 1.86809 -1.4 -0.3 -4.1 0.356
H -2.72077 0.76257 -0.85814 -0.3 1.6 -0.6 0.236
H -2.21091 -0.77259 -0.73254 -0.8 -2.2 0.2 0.203
H 0.00211 -1.43970 0.26310 -0.6 1.5 0.4 0.306
```
Forces are in eV/Å.

Record 3
Molecular formula: C2H5Cl3NP
Method: DFT, ωB97M-V/def2-TZVPD

As for the charge: 0. The relative energy (zero: lowest compared OMol25 entry of this formula, charge and spin) is 29.1 kJ/mol. For the LUMO energy, the calculation gives 0.745 eV. The value obtained for the molar mass is 180.40 g mol⁻¹.

```
12
Properties=species:S:1:pos:R:3:forces:R:3:mulliken_charge:R:1
C 3.27640 -0.60318 -0.22900 -1.0 -3.0 2.0 -0.739
C 2.04123 -1.03578 -0.23228 -0.5 -0.3 0.0 0.486
N -2.27211 0.58858 -0.20336 1.5 -1.6 1.3 -0.550
P -1.61601 -0.80852 0.61103 1.1 2.3 -0.1 0.219
Cl 1.37846 -2.28117 0.68188 0.5 -1.4 1.1 -0.148
Cl -2.25603 -2.42476 -0.40107 -0.6 -1.1 -0.7 -0.204
Cl 0.79990 -0.44792 -1.23122 0.0 1.2 -1.4 -0.180
H 3.46110 0.19792 -0.77219 1.2 3.5 -2.5 0.331
H 4.03128 -1.11227 0.32309 0.3 -0.1 0.4 0.260
H -3.25772 0.47814 -0.29749 -0.6 0.4 -0.9 0.270
H -1.69424 0.74724 -1.01570 -0.7 0.4 -0.4 0.243
H -2.56729 -0.77607 1.56223 -1.4 -0.3 1.1 0.012
```
Forces are in eV/Å.

Record 4
Molecular formula: C2H5ClN2O
Method: DFT, ωB97M-V/def2-TZVPD

As for the charge: 0. The relative energy (zero: lowest compared OMol25 entry of this formula, charge and spin) is 312.2 kJ/mol. For the LUMO energy, the calculation gives -0.199 eV. The value obtained for the molar mass is 108.53 g mol⁻¹.

```
11
Properties=species:S:1:pos:R:3:forces:R:3:mulliken_charge:R:1
C -0.53351 0.35115 -0.13257 2.6 -0.4 -0.1 0.776
C -0.38523 -1.14546 -0.17194 -2.4 1.0 2.4 -0.948
N 0.66097 1.02649 0.07381 0.3 4.3 0.1 -0.453
N 0.24245 2.91499 -0.09752 -1.8 -4.4 0.3 -0.305
O -1.51448 0.93288 -0.49407 -1.7 0.5 -0.3 -0.618
Cl 0.55420 3.40296 -1.72026 0.0 -0.4 0.4 -0.035
H -1.32554 -1.46912 0.32055 0.7 -0.3 0.3 0.303
H -0.56323 -1.48731 -1.12505 0.2 -0.6 -2.5 0.283
H 0.49661 -1.52805 0.26651 0.8 -0.4 0.4 0.315
H 1.24364 1.12906 0.93336 -1.0 -0.8 -0.9 0.290
H -0.80721 2.48998 -0.14301 2.2 1.5 -0.2 0.391
```
Forces are in eV/Å.

Record 5
Molecular formula: C2H5ClN2O
Method: DFT, ωB97M-V/def2-TZVPD

As for the charge: 0. The relative energy (zero: lowest compared OMol25 entry of this formula, charge and spin) is 297.1 kJ/mol. For the LUMO energy, the calculation gives -0.158 eV. The value obtained for the molar mass is 108.53 g mol⁻¹.

```
11
Properties=species:S:1:pos:R:3:forces:R:3:mulliken_charge:R:1
C 0.03196 0.76572 0.18686 -1.4 -2.4 -0.3 0.732
C -0.78186 -0.52984 0.20920 2.7 -0.7 2.2 -0.894
N 1.24375 0.51705 -0.27573 5.0 1.2 -2.2 -0.313
N 2.50964 1.82251 -0.57104 -1.5 -4.0 0.9 -0.298
O -0.39126 1.74126 0.69441 -0.5 3.1 1.0 -0.562
Cl 1.95544 3.00514 -1.55967 -0.9 1.2 -1.3 -0.005
H -1.35113 -0.49514 1.15119 0.0 -0.2 -0.7 0.252
H -1.31460 -0.77342 -0.64398 -1.3 -0.1 -1.6 0.290
H 0.03715 -1.30276 0.30388 -1.3 0.2 0.2 0.261
H 1.45530 -0.35682 -0.86184 -0.2 2.3 1.2 0.236
H 2.62510 2.30137 0.31355 -0.5 -0.5 0.7 0.300
```
Forces are in eV/Å.

Record 6
Molecular formula: C2H5ClNOP
Method: DFT, ωB97M-V/def2-TZVPD

As for the charge: 0. The relative energy (zero: lowest compared OMol25 entry of this formula, charge and spin) is 79.7 kJ/mol. For the LUMO energy, the calculation gives 0.943 eV. The value obtained for the molar mass is 125.49 g mol⁻¹. As for the SMILES: ClP1NCCO1.

```
11
Properties=species:S:1:pos:R:3:forces:R:3:mulliken_charge:R:1
Cl 0.18602 2.39535 -1.63982 0.8 0.9 -0.6 -0.172
P -1.17638 1.13554 -0.91837 0.4 -0.4 3.4 0.249
N -0.45210 -0.34334 -1.13708 0.5 0.8 0.6 -0.286
C 0.50963 -0.71420 -0.11638 1.8 0.6 0.0 -0.534
C 0.08886 -0.03508 1.22651 -3.6 -1.2 -2.3 -0.168
O -0.44767 1.24527 0.85150 -2.1 -0.8 -2.8 -0.459
H -1.01450 -1.10535 -1.35197 -1.5 -1.1 -0.7 0.306
H 1.51128 -0.39517 -0.50970 -0.6 0.2 0.9 0.183
H 0.59281 -1.78795 -0.11306 -0.2 -0.5 0.4 0.388
H -0.60092 -0.71531 1.88867 0.7 1.2 -1.4 0.190
H 0.80297 0.32024 1.81971 3.7 0.4 2.4 0.304
```
Forces are in eV/Å.

Record 7
Molecular formula: C2H5ClNS
Method: DFT, ωB97M-V/def2-TZVPD

As for the charge: +1. The relative energy (zero: lowest compared OMol25 entry of this formula, charge and spin) is 16.9 kJ/mol. For the LUMO energy, the calculation gives -4.988 eV. The value obtained for the molar mass is 110.59 g mol⁻¹. As for the SMILES: [NH3+]CC(=S)Cl.

```
10
Properties=species:S:1:pos:R:3:forces:R:3:mulliken_charge:R:1
N -0.57296 -0.70148 -0.74404 0.0 1.9 -1.7 -0.238
C -0.47649 0.25946 0.36034 2.1 3.4 1.3 -0.490
C 1.00197 0.66326 0.52206 0.4 -0.7 0.4 0.122
S 1.66322 2.07113 0.24390 -0.3 0.2 -0.1 -0.065
Cl 1.98779 -0.71531 1.12025 -0.7 0.4 -0.4 -0.119
H -0.18871 -0.38423 -1.70440 -1.3 0.3 1.7 0.393
H -1.54760 -0.88464 -0.73019 -1.3 -1.0 -1.1 0.351
H -0.04127 -1.51823 -0.64449 0.9 -2.0 1.2 0.356
H -1.02267 1.24127 0.21180 0.4 -1.4 -0.7 0.352
H -0.80327 -0.03122 1.36475 -0.2 -1.1 -0.6 0.338
```
Forces are in eV/Å.

Record 8
Molecular formula: C2H5ClO4
Method: DFT, ωB97M-V/def2-TZVPD

As for the charge: 0. The relative energy (zero: lowest compared OMol25 entry of this formula, charge and spin) is 39.3 kJ/mol. For the LUMO energy, the calculation gives 0.553 eV. The value obtained for the molar mass is 128.51 g mol⁻¹. As for the SMILES: O=C(O)C(O)O.Cl.

```
12
Properties=species:S:1:pos:R:3:forces:R:3:mulliken_charge:R:1
O 0.71946 1.21795 -0.03557 1.3 3.4 1.0 -0.516
C 0.53858 0.06681 -0.13682 -2.9 -1.6 -2.1 0.319
O 1.29032 -0.93405 0.17744 1.7 -0.9 0.9 -0.375
C -0.68619 -0.36466 -0.95703 0.3 -0.7 -1.3 0.385
O -1.21766 -1.55631 -0.39426 0.7 1.0 -0.2 -0.495
O -1.66395 0.64118 -1.15573 1.2 0.8 2.5 -0.497
H 2.08808 -0.61232 0.65278 -0.5 -0.2 -0.2 0.393
H -0.20727 -0.52531 -1.99100 -0.9 -0.2 1.1 0.153
H -2.06342 -1.66716 -0.81229 -0.7 -0.3 -0.3 0.313
H -1.55378 1.28520 -0.36384 -0.4 -1.4 -1.9 0.326
Cl 1.33846 0.69042 2.78456 -0.1 -2.5 2.0 -0.266
H 1.41737 1.75825 2.23177 0.2 2.6 -1.4 0.260
```
Forces are in eV/Å.

Record 9
Molecular formula: C2H5ClS
Method: DFT, ωB97M-V/def2-TZVPD

As for the charge: 0. The relative energy (zero: lowest compared OMol25 entry of this formula, charge and spin) is 169.9 kJ/mol. For the LUMO energy, the calculation gives 0.782 eV. The value obtained for the molar mass is 96.58 g mol⁻¹.

```
9
Properties=species:S:1:pos:R:3:forces:R:3:mulliken_charge:R:1
C -0.37027 -1.01894 0.49082 0.7 2.6 -3.1 -0.819
C 0.80768 0.53495 -0.21818 -1.2 -3.5 1.6 -0.172
S -0.09265 1.20384 -1.56597 -1.6 0.0 -0.1 -0.159
Cl 0.95586 1.55046 1.20235 0.0 0.6 0.5 -0.158
H -0.14976 -0.96698 1.55373 0.2 -0.7 -0.2 0.339
H -1.41513 -0.60087 0.27206 1.6 -0.5 0.4 0.252
H -0.17930 -1.89873 -0.21743 0.0 1.1 1.7 0.283
H 1.87240 0.21242 -0.44021 -1.7 0.1 -0.2 0.305
H -1.42883 0.98385 -1.07719 2.0 0.3 -0.6 0.129
```
Forces are in eV/Å.

Record 10
Molecular formula: C2H5ClS2
Method: DFT, ωB97M-V/def2-TZVPD

As for the charge: 0. The relative energy (zero: lowest compared OMol25 entry of this formula, charge and spin) is 66.6 kJ/mol. For the LUMO energy, the calculation gives 0.150 eV. The value obtained for the molar mass is 128.65 g mol⁻¹. As for the SMILES: CCSSCl.

```
10
Properties=species:S:1:pos:R:3:forces:R:3:mulliken_charge:R:1
C 1.37819 0.65329 -0.33506 -0.2 -3.4 0.1 -0.882
C -0.06410 0.46022 0.26790 1.1 1.1 1.1 -0.360
S -0.27570 -1.28933 0.63796 0.5 -0.2 0.9 -0.016
S -1.73364 -1.94918 -0.46378 -0.5 -0.2 -0.8 0.004
Cl -3.49501 -1.46639 0.47495 -0.3 0.0 0.2 -0.168
H 2.09571 -0.23599 0.04462 -1.6 2.1 -0.7 0.249
H 1.27369 0.48617 -1.44938 0.6 0.7 1.2 0.271
H 1.77372 1.56929 0.03113 0.5 0.9 -0.4 0.306
H -0.81251 0.70391 -0.50440 0.1 0.3 0.8 0.326
H -0.14035 1.06802 1.29605 -0.2 -1.3 -2.5 0.269
```
Forces are in eV/Å.